[1]
102
Properties=species:S:1:pos:R:3:lowdin_charge:R:1 method="wB97M-V/def2-TZVPD" e_homo_ev=-8.868 homo_lumo_gap_ev=9.10 total_energy_ev=-99939.8648 largest_force_ev_per_a=4.59 charge=0
H 0.7301 -1.7757 -6.0498 0.085
C -1.1088 -3.4507 6.8845 -0.064
H -0.1343 -6.6745 0.4044 0.036
H -3.7681 4.4397 -5.1898 0.040
C 0.5209 1.7591 1.9752 -0.086
C -0.1091 6.9346 1.0353 -0.070
C 0.5072 -5.8619 0.0633 -0.225
H 0.2093 -2.6797 -4.6144 0.092
S -5.2611 -3.1313 -1.7878 0.852
C 2.7382 1.9898 -8.8193 -0.122
F 1.3612 0.9149 -1.4340 0.022
H -4.0995 -3.1166 8.4329 0.103
O 2.8062 -5.6699 1.4943 -0.596
C 2.7067 3.9051 -6.8234 -0.225
C -1.4572 -4.1802 5.7435 -0.012
O 2.6708 3.5952 8.7722 -0.015
C -0.0780 7.0748 3.4257 -0.045
O 1.0675 -3.9060 -6.0072 -0.004
H 3.5613 0.6803 -7.4021 0.106
C 3.5014 2.5533 9.0489 -0.588
H 4.0429 -5.3217 -1.1094 0.047
C -4.0126 4.0199 -4.2141 -0.278
H 2.6382 -5.5290 -2.0995 0.054
H 2.2022 -5.9115 -9.1881 0.097
H 0.1934 -5.6921 -0.9666 0.040
H -0.5045 6.8975 4.4019 0.119
F 2.7153 4.8667 -5.8230 0.018
H -0.6735 -2.5291 -6.1372 0.094
H 6.2600 2.0224 9.4952 0.100
H -4.4372 2.4166 -2.0312 0.045
C 2.7669 -5.9367 -8.2561 -0.068
C -0.3354 -0.4041 1.5154 -0.079
H 3.7813 -5.5546 -8.3703 0.100
C -3.7099 -4.0369 6.4519 -0.014
C -2.7692 -4.4952 5.5383 -0.379
H -6.6361 -3.1906 0.2497 0.048
O -4.5549 1.4737 -4.6558 -0.588
F 1.9929 7.5539 4.6034 0.020
C 1.2865 7.3831 3.4126 -0.237
C 1.9451 7.5761 2.2323 -0.021
C 0.1424 -0.3203 0.2084 -0.010
C -3.4098 2.1430 -2.2716 -0.250
H 0.5617 2.6063 2.6438 0.100
H -5.3440 -4.4168 0.2084 0.044
H -4.7472 -4.2390 6.2293 0.107
H 1.8586 5.1592 -8.4507 0.108
S 2.3524 -6.3228 0.1684 0.838
H 2.7243 -4.2069 -0.7807 0.057
H 2.8872 -7.0128 -8.1313 0.091
H -4.9324 -2.7604 0.6383 0.048
C 3.2095 1.6897 -7.5561 -0.085
H 1.7855 7.4073 0.1502 0.102
H -5.8650 -5.0042 -3.3635 0.048
H 2.7657 1.1838 -9.5377 0.109
C -5.5868 -3.3716 0.0166 -0.261
H -0.7005 -4.5404 5.0623 0.118
H -7.2448 -4.4522 -2.4851 0.040
C 1.5806 -4.1266 -7.2339 -0.549
C -0.1980 0.6700 2.3898 -0.101
H 2.1934 3.0508 6.8897 0.097
H 1.1440 2.3477 8.1419 0.094
H 3.5463 2.4111 -5.5462 0.115
H -1.8269 -2.6925 8.8147 0.097
C -6.1768 -4.6445 -2.3829 -0.265
C -2.0802 -3.0705 7.8352 -0.114
C 2.3539 3.2310 -9.1278 -0.108
C -0.7585 6.9298 2.2888 -0.104
H 1.4821 2.8251 0.3371 0.116
C 1.2251 7.3168 1.0690 -0.090
C 1.6570 3.2528 7.8168 -0.040
H -3.5528 4.7942 -3.6001 0.044
H 2.9664 7.9265 2.2564 0.121
H 5.2450 1.2758 10.5777 0.094
H -0.7955 -1.3370 1.8059 0.102
H 1.8973 3.3788 -10.0953 0.109
H -0.6666 6.8188 0.1175 0.099
C 2.2689 4.2117 -8.1342 -0.004
C 3.1718 2.6175 -6.5379 -0.020
O 4.4421 3.0072 9.8161 0.011
O 1.5652 -3.3481 -8.1927 0.101
H -5.0668 4.1187 -3.9551 0.056
O -3.7840 -3.5330 -1.9757 -0.604
H -3.1979 1.1011 -2.0316 0.043
S -3.3652 2.2982 -4.1224 0.842
C 0.7901 0.8583 -0.1800 -0.269
H -6.1333 -5.5783 -1.8222 0.049
H -0.5152 0.5828 3.4185 0.103
H 0.3714 -4.9621 0.6633 0.044
C -3.4161 -3.3010 7.6172 -0.082
H -1.7570 6.5183 2.2820 0.106
C 0.3068 -2.7170 -5.6994 -0.037
C 2.9575 -5.2215 -1.1037 -0.294
H -2.7198 2.8296 -1.7810 0.047
C 5.5439 2.2795 10.2757 -0.044
C 1.0124 1.9071 0.6581 -0.011
O 2.0332 -5.3889 -7.2026 -0.003
H 0.0059 -1.1483 -0.4715 0.112
H -0.0969 -3.1895 7.1568 0.101
O 3.4736 1.4137 8.5709 0.094
H 5.9668 2.8206 11.1222 0.100
H 1.0162 4.1329 7.7631 0.096
F -3.1224 -5.2181 4.5607 0.139


[2]
104
Properties=species:S:1:pos:R:3:lowdin_charge:R:1 method="wB97M-V/def2-TZVPD" e_homo_ev=-9.613 homo_lumo_gap_ev=8.95 total_energy_ev=-72752.8533 largest_force_ev_per_a=2.64 charge=0 relative_energy_kcal_mol=14.22 smiles="O=[N+]([O-])c1ccccc1.O=[N+]([O-])c1ccccc1.O=[N+]([O-])c1ccccc1.O=[N+]([O-])c1ccccc1.COCCOC.COCCOC.COCCOC"
C 2.5414 -4.7599 -5.4040 -0.054
O -1.3167 -4.1705 -8.0863 0.063
H -4.8651 -3.8452 4.3736 0.087
O 1.7148 2.3678 -6.2431 0.094
C 0.2579 0.0428 -0.4615 0.006
H -1.7259 -2.3828 -0.8481 0.080
C 4.7923 -1.2746 -7.8092 -0.072
O -4.5295 3.0069 7.2995 0.048
O 3.0600 2.0461 -4.6132 0.056
H 3.4724 1.1034 -0.1756 0.123
C -3.7373 2.1802 5.1751 -0.092
C -0.8309 -1.8504 3.3845 -0.104
H -3.3548 -3.9555 3.5395 0.078
H -2.8201 0.7845 -1.6484 0.136
H 3.1209 5.6642 7.9020 0.094
H 1.4060 3.2638 4.1898 0.120
H 2.7516 2.5122 5.0310 0.132
H 1.6551 4.2802 6.4507 0.141
H -2.9021 -3.3006 0.1164 0.091
H 4.5208 0.1704 -4.7098 0.100
H -4.6592 -3.0440 2.8166 0.089
C -3.0177 2.5300 2.4993 -0.062
C -3.0423 3.6148 3.3656 -0.082
C -3.3292 -0.1617 -1.9308 -0.211
C 1.5662 0.2908 -0.8440 -0.129
C 0.6788 -2.9993 -6.4989 -0.015
H -2.8051 2.6651 1.4561 0.103
C -2.1271 -0.5534 -3.8845 -0.114
O -0.3961 -6.1181 -8.0598 0.041
H -3.8816 0.0730 4.7524 0.081
C 5.0504 -1.0139 -6.4392 -0.069
N -4.2697 2.0016 6.6136 -0.317
C 4.3272 -0.0770 -5.7414 -0.005
H 4.8349 5.7876 7.4401 0.081
C -3.6348 1.0351 4.3747 0.015
C 2.5681 -3.4265 -5.0450 -0.058
H -0.0283 -1.1749 3.0656 0.076
H -0.0382 -2.3268 -6.9817 0.126
N 2.0719 -0.1535 -2.1607 -0.318
O 3.2650 -0.0548 -2.3976 0.072
N -0.4404 -4.9241 -7.6761 -0.313
H -0.4047 -0.3905 -1.1894 0.095
C 0.6983 1.0808 1.7198 -0.048
H 2.1908 0.8842 -8.1618 0.120
H 2.7127 1.7744 1.9594 0.095
H 5.4113 -1.9917 -8.3182 0.102
O 3.2658 3.6649 3.5243 -0.198
C -0.1905 0.5166 0.7595 -0.055
H 2.8090 5.6660 3.2098 0.090
C 3.3154 0.6655 -6.4367 -0.152
H -4.7181 -0.2236 -0.2679 0.138
H -4.1123 0.0768 -2.6616 0.126
C 1.5874 -5.2281 -6.3302 0.005
C 1.6587 -2.5483 -5.6453 -0.071
N 2.6040 1.7618 -5.7180 -0.343
O 3.6855 4.6244 6.2091 -0.181
H 1.6761 -1.4974 -5.3885 0.087
C -3.0361 -2.3461 5.6387 -0.165
C 3.8324 5.7545 7.0646 -0.086
C -3.4631 3.4664 4.6739 -0.016
O -2.3839 -1.0191 -2.5752 -0.214
H -2.9147 -1.4463 6.2462 0.119
O -4.5647 0.8721 6.9641 0.065
H 1.4302 -6.2700 -6.5560 0.113
C -4.1734 -3.2646 3.7623 -0.104
H -2.9211 4.6247 2.9694 0.111
H 0.2647 1.4893 2.6412 0.108
H 3.6205 6.6395 6.4670 0.084
O -3.7607 -2.0758 4.4113 -0.223
H -1.7827 -1.4861 2.9636 0.070
C 0.6652 -4.3317 -6.8532 -0.144
C -2.3110 -2.3844 0.0740 -0.053
H -1.1670 -3.1089 6.3473 0.130
H 3.3323 -5.4012 -5.0617 0.102
C 2.4424 0.8663 0.0614 0.000
H -1.6156 -2.4413 0.8971 0.054
H -2.9775 -0.6468 -4.5786 0.091
H 1.8809 4.4294 2.2914 0.084
H -3.6710 -3.0604 6.1999 0.130
C -1.6358 -2.8877 5.3816 -0.205
C 2.0125 1.2735 1.3105 -0.061
C 2.8548 4.6943 2.6988 -0.126
C -3.2486 1.2746 3.0645 -0.065
C -3.9565 -0.8438 -0.7647 -0.235
H 2.1592 5.5862 5.2950 0.120
H -1.7699 0.4903 -3.9362 0.097
O 1.2087 -0.4762 -2.9680 0.061
C 2.4125 4.5661 5.6682 -0.247
H -1.6665 -3.8122 4.7748 0.117
H -1.2101 0.3637 1.0611 0.074
C 3.6873 -0.7241 -8.4156 -0.046
H 3.4069 -0.9042 -9.4601 0.111
H 3.2637 -2.9874 -4.3603 0.103
H -3.6143 4.2925 5.3578 0.114
H -3.2244 0.4033 2.4293 0.084
O -0.7959 -1.8986 4.8067 -0.165
C 3.0138 0.3377 -7.7068 -0.015
H -0.6143 -2.8152 2.9222 0.086
H -4.4388 -1.7355 -1.1922 0.134
H 5.8334 -1.5685 -5.9634 0.102
H -1.3271 -1.2093 -4.2774 0.085
O -3.1068 -1.1714 0.2815 -0.199
H 3.5268 4.7423 1.8672 0.087
C 2.4108 3.4612 4.6251 -0.198


[3]
94
Properties=species:S:1:pos:R:3:lowdin_charge:R:1 method="wB97M-V/def2-TZVPD" e_homo_ev=-9.284 homo_lumo_gap_ev=6.96 total_energy_ev=-69414.1580 largest_force_ev_per_a=0.16 charge=+1 relative_energy_kcal_mol=0.00
C -4.0868 2.6722 -1.3399 -0.112
H -1.6285 1.7174 -1.6264 0.063
C 1.0206 -3.3047 2.8058 -0.533
H 0.8560 -5.3013 1.9970 0.090
P 1.3683 -1.6243 2.1225 0.984
H 2.0702 1.2065 2.1583 0.076
H 0.7554 -1.1507 -5.3307 0.119
H -5.3109 -0.5489 -1.4933 0.123
H 2.3600 -4.4747 1.5698 0.082
H 4.1320 -2.4603 2.6183 0.094
H 3.8221 -1.1113 -2.1062 0.119
C 1.4063 0.9822 2.9986 -0.144
N -2.9662 3.3071 -1.9479 -0.139
C 1.6827 1.0032 -2.2620 -0.223
C 3.0216 -0.5143 4.1824 -0.106
H 0.8745 -0.6931 4.2449 0.111
H 3.8051 -0.2357 3.4769 0.081
C 0.9439 -2.6372 -3.0709 -0.022
H -2.2088 5.2254 -2.2739 0.137
C -4.2746 4.5754 0.2230 -0.112
H 6.4111 -3.0476 2.3788 0.074
H 1.4037 -4.6558 4.4303 0.087
H 1.7400 2.6409 -3.6374 0.116
P -1.4076 3.1210 0.3697 1.016
H -3.9935 1.5872 -1.3748 0.123
C -4.7528 -0.9098 -0.6379 -0.046
C 2.8304 -1.7045 1.0833 -0.304
H 0.0769 -2.8686 -2.4504 0.055
H 0.0036 1.7943 -6.1397 0.082
H 3.2522 -1.5016 4.5784 0.058
C 5.1972 -2.2304 0.8001 -0.278
H -5.1047 2.6687 0.4806 0.091
C -3.0736 2.4934 0.9263 -0.276
C 4.0626 -2.1579 1.5800 -0.069
N -6.6446 1.5553 0.8763 0.162
H -1.4306 -3.2014 -0.8971 0.041
H 0.8679 -4.0484 0.7465 0.060
C 1.2870 -4.3409 1.7103 -0.109
H -3.1070 1.4057 0.8314 0.060
C -4.4431 -1.0218 1.7593 -0.032
C 1.6500 -0.4398 3.5128 -0.532
N 1.5043 -0.9580 -0.8183 -0.183
H -1.9896 5.3020 1.3321 0.092
H -5.0174 2.9823 -1.8161 0.150
C 1.0350 1.4693 -5.9850 -0.049
H -3.3696 -2.0224 -1.8155 0.122
H 1.2822 0.7744 -6.7868 0.079
H -5.2000 4.8713 -0.2717 0.148
H -2.8248 -2.2322 2.4348 0.116
C -2.9036 -2.1876 0.2809 -0.408
N -3.1491 5.1777 -0.4085 -0.149
H 0.3785 1.1367 2.6667 0.023
N -4.2124 3.0584 0.1310 -0.079
H 2.2485 2.8735 -1.3670 0.081
H 3.0534 0.1934 5.0127 0.086
H 2.8228 -3.7387 3.9460 0.072
H -4.3252 4.8340 1.2800 0.146
C 1.1264 -1.1529 -3.2254 -0.207
H 0.8072 -3.1145 -4.0402 0.082
H 5.9435 -1.8640 -1.1804 0.121
C 3.8775 -1.3976 -1.0633 -0.008
C -3.3643 -1.8568 1.5722 -0.061
C 1.5471 1.5787 -3.5202 -0.019
C 1.7449 -3.6734 4.0986 -0.104
H 1.3444 1.8081 -0.2812 0.018
H 1.6185 1.7055 3.7877 0.084
H 1.5484 -2.9665 4.9045 0.070
C 5.0723 -1.8273 -0.5351 -0.024
H -4.7505 -0.7396 2.7582 0.125
C -1.5925 -2.7710 0.0871 -0.248
H 7.2610 -1.9090 1.3365 0.082
H 3.0260 1.4621 -0.6414 0.085
H -1.2549 -3.4233 0.8864 0.032
C 6.5150 -2.7056 1.3492 -0.049
H -3.2396 2.7459 1.9748 0.105
H 1.6752 2.3454 -6.0849 0.077
C 2.0957 1.8337 -1.0768 -0.044
H 6.9137 -3.5336 0.7610 0.082
H 1.8089 -3.0877 -2.5806 0.084
H -0.0552 -3.2823 3.0177 0.095
C 1.1986 0.8244 -4.6351 -0.268
C -1.6870 2.7928 -1.4430 -0.325
C -1.8989 4.9184 0.3135 -0.320
H -3.9747 5.0940 -2.3199 0.138
C -3.6687 -1.7373 -0.8139 -0.045
C 1.0007 -0.5408 -4.4675 -0.003
C 2.7041 -1.3399 -0.2786 -0.319
C 1.4560 -0.3716 -2.1138 -0.303
H -1.0962 5.4839 -0.1629 0.094
C -5.1255 -0.5069 0.6513 -0.263
H -0.8727 3.2479 -2.0105 0.093
C -3.0729 4.7570 -1.8059 -0.157
C -6.0358 0.5761 0.8078 -0.173
Pb -0.3967 -0.6772 0.2858 1.158


[4]
96
Properties=species:S:1:pos:R:3:lowdin_charge:R:1 method="wB97M-V/def2-TZVPD" e_homo_ev=-8.174 homo_lumo_gap_ev=8.35 total_energy_ev=-59981.5224 largest_force_ev_per_a=4.44 charge=0
C -0.8686 1.6568 2.5307 -0.209
H -0.9680 2.8090 2.4837 0.130
C 2.5020 -0.8228 -1.4388 -0.134
H 3.4423 -2.9621 -3.6094 0.133
C -5.5159 -3.4363 -2.5156 -0.144
C 4.0375 1.7008 2.7245 -0.340
H 1.7921 -0.2238 -0.8860 0.093
C 2.8487 -1.6396 3.9382 -0.293
H -2.8390 0.7254 7.1688 0.103
C -5.7162 -3.8475 -0.3146 -0.116
H 1.8859 -3.0580 -5.2699 0.117
H -5.9946 -4.2917 0.6298 0.089
H -1.7279 2.2251 -2.4303 0.106
H -2.4077 2.2868 9.3504 0.090
H -1.4037 4.3984 5.6981 0.103
H -4.3006 -1.7567 4.2922 0.096
C -2.2436 2.5520 8.3164 -0.114
C -2.3098 1.0244 2.8065 -0.110
C -5.0150 1.3140 2.3479 -0.080
H 4.7284 2.6112 2.9010 0.081
C 3.9541 3.8316 -4.0591 -0.114
H 4.0265 -1.4445 5.4141 0.029
C -1.7610 3.7882 7.8214 -0.116
H -6.7148 -5.1396 -1.8463 0.089
O -1.5402 -1.0797 4.1111 -0.043
H -1.5849 2.5973 -4.9040 0.139
C 4.4166 -1.7363 -2.1832 -0.121
C 1.9682 -3.5064 -8.4254 -0.111
H 4.7002 -2.4300 2.8771 0.083
H 2.8844 1.1331 4.6434 0.095
C 2.3970 -4.7585 -7.9186 -0.112
C -2.2196 1.5913 -3.1530 -0.142
N 0.1698 1.3266 3.5532 -0.082
H -5.8227 1.9454 1.8438 0.088
C 1.7235 -2.6905 -7.3483 -0.138
H 1.7736 -1.8202 3.5555 0.113
H 1.4235 2.1307 1.9503 0.119
H 4.4882 -0.2382 -0.5896 0.084
C 2.7383 1.7813 3.7147 -0.223
Si 5.0384 0.0809 2.9033 0.619
C -4.9222 -2.7384 -0.4766 -0.138
C 3.9962 -1.5249 2.8282 -0.315
H 2.6244 2.9050 3.9592 0.115
C -1.7093 3.6883 6.4521 -0.147
H 0.2408 2.0740 4.2713 0.100
C 1.4812 1.3593 2.8140 -0.265
C 2.1935 -1.7240 -2.4283 -0.138
H 5.7375 0.1252 4.1963 -0.044
H 4.7368 2.0963 -2.8822 0.103
H 3.6392 1.8062 1.6562 0.065
H 0.7747 2.9058 -4.0445 0.084
C -2.8121 0.8957 -5.1930 -0.133
C -6.0921 -4.2900 -1.6071 -0.117
H 1.6345 0.3004 2.3936 0.110
C -3.3888 0.0410 -4.2850 -0.112
N -2.1066 1.8391 -4.4947 0.004
H 1.3861 -1.6665 -7.2937 0.107
N -4.8098 -2.4919 -1.8191 0.009
H 2.2713 4.9541 -5.0184 0.089
C -3.0132 0.4830 -2.9919 -0.118
C -3.5494 1.7876 2.2147 -0.040
N -2.1384 2.4358 6.1032 0.014
N 2.6495 2.2009 -3.3102 0.015
N 3.0151 -1.5843 5.2424 0.054
H -4.2876 -1.7337 -2.2305 0.098
N 1.9844 -3.4052 -6.2095 -0.004
H -2.8438 0.9146 -6.2718 0.109
C -4.0899 -0.7905 3.7235 0.000
H 2.6735 -5.6304 -8.4928 0.092
H -1.6438 -0.9906 5.0848 0.104
H -3.3390 2.7469 1.6162 0.095
H 4.8273 4.4317 -4.2689 0.090
H -2.2005 2.0821 5.1596 0.106
H -5.5483 -3.4186 -3.5946 0.103
H -0.5169 1.2576 1.5145 0.123
H 2.3437 1.3508 -2.8602 0.112
H 1.8521 -3.2324 -9.4636 0.092
H -6.3897 -0.3444 3.2090 0.086
C 1.8372 3.0822 -3.9710 -0.146
H -1.4829 4.6556 8.4020 0.090
C 3.9406 2.6524 -3.3538 -0.138
H -4.0117 -0.8086 -4.5250 0.087
C 3.9101 -0.8306 -1.2842 -0.120
C -2.6128 -0.2891 3.5687 -0.203
H -4.4300 -2.1040 0.2457 0.101
H 1.2444 -2.0207 -2.8497 0.108
H -3.2916 0.0387 -2.0472 0.079
C -5.3091 -0.0052 3.1201 -0.061
H 3.4937 -1.5784 1.7857 0.066
C -2.4712 1.7385 7.2328 -0.139
H 5.4306 -2.0444 -2.3882 0.112
H 2.6615 -5.3860 -5.7877 0.104
N 3.3653 -2.2719 -2.8796 0.012
C 2.6202 4.1042 -4.4503 -0.117
H 6.0597 -0.0105 1.8447 -0.051
C 2.4008 -4.6658 -6.5487 -0.146